No. 1
{
  "formula": "C15H43KO10",
  "method": "ωB97M-V with the def2-TZVPD basis set",
  "species": ["K", "O", "C", "O", "O", "H", "C", "C", "O", "H", "H", "H", "H", "H", "H", "C", "C", "O", "H", "H", "H", "H", "H", "H", "C", "C", "O", "H", "H", "H", "H", "H", "H", "C", "C", "O", "H", "H", "H", "H", "H", "H", "C", "C", "O", "H", "H", "H", "H", "H", "H", "C", "C", "O", "H", "H", "H", "H", "H", "H", "C", "C", "O", "H", "H", "H", "H", "H", "H"],
  "xyz": [[1.769, -0.280, -3.619], [0.096, -0.138, -1.527], [0.089, -0.396, -0.244], [0.771, -1.362, 0.108], [-0.477, 0.274, 0.586], [-0.230, 0.764, -1.494], [2.143, -4.859, -3.338], [2.069, -4.036, -2.045], [1.395, -2.802, -2.290], [2.260, -4.231, -4.221], [1.156, -5.293, -3.500], [2.900, -5.643, -3.332], [3.093, -3.880, -1.704], [1.591, -4.500, -1.182], [1.190, -2.354, -1.466], [-2.304, -0.598, -3.504], [-2.585, 0.797, -4.069], [-2.389, 0.868, -5.478], [-2.901, -1.365, -3.999], [-2.602, -0.527, -2.458], [-1.288, -0.978, -3.611], [-1.935, 1.482, -3.524], [-3.651, 1.008, -3.990], [-1.463, 0.911, -5.728], [-0.379, 3.727, -2.302], [1.015, 3.217, -2.413], [1.063, 2.289, -3.495], [-0.879, 3.875, -3.259], [-0.385, 4.746, -1.917], [-1.017, 3.205, -1.589], [1.248, 2.762, -1.450], [1.653, 4.069, -2.649], [1.934, 2.447, -3.866], [-2.791, 0.505, 4.315], [-1.472, -0.158, 3.914], [-1.708, -0.747, 2.620], [-2.542, 0.929, 5.288], [-3.537, -0.269, 4.491], [-3.284, 1.300, 3.755], [-1.285, -0.931, 4.660], [-0.752, 0.660, 3.932], [-1.220, -0.306, 1.921], [-2.553, 4.826, 0.707], [-2.470, 3.302, 0.769], [-1.097, 2.927, 1.032], [-3.614, 5.041, 0.585], [-2.096, 5.145, -0.230], [-1.918, 5.277, 1.470], [-2.769, 2.769, -0.133], [-3.024, 2.942, 1.637], [-0.974, 1.975, 1.027], [0.477, -4.419, 2.041], [1.395, -3.325, 2.675], [2.434, -3.287, 1.731], [0.180, -4.046, 1.060], [-0.429, -4.427, 2.646], [0.907, -5.417, 2.126], [1.755, -3.581, 3.672], [0.948, -2.357, 2.902], [2.051, -2.671, 1.102], [3.692, 0.779, 3.605], [2.729, 0.302, 2.502], [1.537, 0.883, 2.942], [3.379, 0.422, 4.586], [3.815, 1.860, 3.666], [4.664, 0.310, 3.451], [2.717, -0.767, 2.289], [2.982, 0.763, 1.547], [0.921, 0.596, 2.264]],
  "mulliken_spin": [0.000, -0.001, -0.003, 0.005, 0.031, 0.001, 0.000, 0.000, 0.000, 0.000, 0.000, 0.000, 0.000, 0.000, -0.001, 0.000, 0.000, 0.000, 0.000, 0.000, 0.000, 0.000, 0.000, 0.000, 0.000, 0.000, 0.000, 0.000, 0.000, 0.000, 0.000, 0.000, 0.000, 0.191, -0.002, 0.744, 0.007, -0.006, -0.007, 0.037, 0.010, -0.012, 0.000, 0.001, 0.002, 0.000, 0.000, 0.000, 0.000, -0.001, 0.000, 0.000, -0.003, 0.003, 0.001, 0.000, 0.000, 0.001, 0.003, 0.001, 0.000, -0.001, 0.002, 0.000, 0.000, 0.000, 0.000, 0.001, -0.002],
  "charge": 1,
  "lumo_ev": [-3.09, -8.22],
  "e_above_lowest_kj_mol": 83.02,
  "homo_ev": [-11.80, -11.78],
  "orbital_gap_ha": [0.3200, 0.1311],
  "total_energy_ev": -53042.4478,
  "spin_multiplicity": 2
}

---

No. 2
{
  "formula": "C15H44B5F20N4O4",
  "method": "ωB97M-V with the def2-TZVPD basis set",
  "species": ["C", "C", "O", "N", "H", "H", "C", "H", "H", "H", "H", "H", "H", "C", "C", "C", "O", "C", "N", "H", "H", "H", "H", "H", "H", "H", "H", "H", "H", "H", "H", "C", "C", "C", "O", "C", "N", "H", "H", "H", "H", "H", "H", "H", "H", "H", "H", "H", "H", "C", "C", "C", "O", "C", "N", "H", "H", "H", "H", "H", "H", "H", "H", "H", "H", "H", "H", "B", "F", "F", "F", "F", "B", "F", "F", "F", "F", "B", "F", "F", "F", "F", "B", "F", "F", "F", "F", "B", "F", "F", "F", "F"],
  "xyz": [[-1.430, -0.474, 1.221], [-0.289, 0.529, 1.326], [-0.126, 1.356, 2.166], [0.456, 0.560, 0.027], [-0.290, 0.761, -0.652], [0.992, 1.430, -0.075], [1.325, -0.612, -0.341], [-1.104, -1.316, 1.834], [-1.749, -0.706, 0.208], [-2.139, 0.102, 1.820], [1.881, -1.020, 0.500], [2.035, -0.329, -1.115], [0.787, -1.454, -0.770], [5.568, -2.681, -1.776], [5.710, -1.813, -3.012], [5.478, -0.294, -2.751], [5.480, 0.431, -3.987], [5.369, 1.859, -3.659], [7.045, -2.182, -3.651], [7.220, -1.569, -4.447], [7.821, -2.261, -3.000], [7.009, -3.091, -4.110], [6.232, -2.395, -0.957], [5.466, -3.742, -1.996], [4.647, -2.426, -1.243], [5.002, -2.112, -3.786], [6.136, 0.144, -1.993], [4.526, -0.184, -2.226], [4.567, 2.119, -2.971], [5.232, 2.473, -4.547], [6.316, 2.170, -3.212], [-5.187, -3.345, 2.212], [-3.934, -4.056, 2.706], [-2.892, -4.488, 1.627], [-2.616, -3.370, 0.873], [-1.596, -3.571, -0.089], [-3.297, -3.026, 3.674], [-3.384, -2.108, 3.250], [-3.718, -3.014, 4.599], [-2.317, -3.235, 3.908], [-5.871, -4.087, 1.803], [-4.892, -2.559, 1.516], [-5.755, -2.897, 3.030], [-4.275, -4.940, 3.244], [-3.428, -5.292, 1.111], [-2.120, -4.956, 2.246], [-1.579, -2.761, -0.819], [-1.852, -4.444, -0.695], [-0.598, -3.628, 0.350], [-3.899, 2.591, 0.049], [-4.218, 3.866, 0.765], [-2.962, 4.611, 1.290], [-3.405, 5.802, 1.923], [-2.307, 6.630, 2.381], [-5.070, 4.781, -0.073], [-5.939, 4.345, -0.375], [-5.272, 5.668, 0.382], [-4.612, 4.967, -0.967], [-3.596, 1.781, 0.710], [-3.102, 2.850, -0.652], [-4.711, 2.124, -0.513], [-4.821, 3.666, 1.653], [-2.317, 4.884, 0.445], [-2.243, 4.026, 1.867], [-2.581, 7.508, 2.962], [-1.854, 6.965, 1.445], [-1.518, 6.105, 2.921], [3.751, 2.484, -0.390], [3.035, 2.231, 0.734], [3.864, 3.868, -0.659], [5.104, 2.116, -0.177], [3.153, 1.844, -1.483], [0.441, -2.784, 4.122], [-0.642, -1.901, 4.227], [1.470, -2.283, 4.874], [-0.054, -4.020, 4.544], [0.780, -2.870, 2.777], [2.024, -4.405, -1.553], [1.238, -5.223, -0.755], [1.419, -4.193, -2.805], [2.186, -3.188, -0.909], [3.259, -5.078, -1.600], [-2.108, 0.144, -2.581], [-2.271, 0.526, -3.933], [-1.617, -1.160, -2.432], [-1.317, 1.112, -1.964], [-3.342, 0.278, -1.938], [-0.357, 4.341, -0.311], [-0.970, 4.358, 0.978], [-1.230, 5.003, -1.211], [0.831, 5.077, -0.393], [-0.081, 3.060, -0.747]],
  "mulliken_charge": [-0.060, 0.198, -0.505, 1.082, 0.052, 0.140, -0.920, -0.072, 0.186, 0.147, 0.442, 0.211, 0.359, -1.416, 0.373, -0.256, -0.418, -0.394, -0.212, 0.373, 0.364, 0.368, 0.402, 0.528, 0.127, 0.234, 0.392, -0.069, 0.021, 0.284, 0.312, -1.408, 0.111, -0.699, -0.158, -0.862, -0.072, 0.305, 0.387, 0.143, 0.381, 0.349, 0.409, 0.410, 0.418, 0.390, 0.098, 0.490, 0.386, -1.118, 0.399, -0.078, -0.492, -0.707, -0.247, 0.370, 0.374, 0.358, -0.047, 0.288, 0.443, 0.203, 0.117, 0.370, 0.285, 0.306, 0.249, 0.566, -0.283, -0.387, -0.414, -0.467, 0.407, -0.454, -0.360, -0.427, -0.202, 0.360, -0.382, -0.407, -0.165, -0.377, -0.181, -0.350, -0.380, -0.069, -0.425, 0.007, -0.227, -0.417, -0.375, -0.015],
  "charge": -1,
  "lumo_ev": 0.93,
  "e_above_lowest_kj_mol": 254.25,
  "homo_ev": -7.59,
  "orbital_gap_ha": 0.3132,
  "total_energy_ev": -88178.6886,
  "spin_multiplicity": 1
}

---

No. 3
{
  "formula": "C15H48O15",
  "method": "ωB97M-V with the def2-TZVPD basis set",
  "species": ["C", "O", "H", "H", "H", "H", "C", "O", "H", "H", "H", "H", "C", "O", "H", "H", "H", "H", "C", "C", "O", "O", "H", "H", "H", "H", "H", "H", "C", "C", "O", "O", "H", "H", "H", "H", "H", "H", "C", "C", "O", "O", "H", "H", "H", "H", "H", "H", "C", "C", "O", "O", "H", "H", "H", "H", "H", "H", "C", "C", "O", "O", "H", "H", "H", "H", "H", "H", "C", "C", "O", "O", "H", "H", "H", "H", "H", "H"],
  "xyz": [[-0.441, 0.694, -0.017], [-0.235, 0.060, -1.198], [-0.776, 1.722, -0.156], [-1.152, 0.247, 0.679], [0.441, 0.827, 0.610], [0.208, -0.783, -1.078], [1.293, 2.496, -1.641], [2.099, 3.620, -1.690], [0.420, 2.710, -1.024], [0.903, 2.288, -2.638], [1.693, 1.574, -1.220], [2.201, 3.710, -0.740], [1.045, -2.607, -0.369], [0.016, -1.713, -0.740], [1.533, -3.256, -1.096], [1.941, -2.039, -0.117], [0.614, -3.153, 0.471], [-0.438, -1.949, -1.552], [-2.637, -0.180, -4.378], [-1.989, 1.005, -3.622], [-2.021, 0.881, -2.154], [-1.780, -1.323, -4.412], [-3.213, -0.101, -5.300], [-3.466, -0.471, -3.733], [-2.369, 1.914, -4.089], [-0.958, 1.187, -3.925], [-1.503, 0.131, -1.853], [-1.264, -1.191, -5.211], [-2.004, -2.681, 0.644], [-2.728, -2.051, 1.853], [-2.563, -0.632, 1.982], [-2.473, -2.171, -0.627], [-2.379, -3.699, 0.530], [-0.920, -2.795, 0.657], [-2.472, -2.602, 2.758], [-3.801, -2.224, 1.769], [-2.795, -0.312, 1.107], [-1.622, -2.132, -1.069], [3.180, 0.845, 0.525], [2.660, -0.532, 0.100], [3.671, -1.426, -0.453], [3.997, 0.828, 1.678], [2.395, 1.584, 0.685], [3.931, 1.206, -0.178], [1.969, -0.428, -0.737], [2.197, -0.974, 0.981], [3.893, -1.082, -1.322], [4.819, 0.494, 1.313], [0.601, -0.393, -3.163], [1.865, 0.513, -3.436], [3.018, -0.287, -3.377], [0.232, -1.032, -4.324], [-0.182, 0.233, -2.736], [0.814, -1.132, -2.390], [1.917, 1.425, -2.842], [1.716, 1.078, -4.356], [3.497, -0.203, -4.205], [-0.156, -1.842, -3.987], [1.081, 1.892, 3.304], [1.362, 1.177, 4.536], [0.417, 0.408, 5.078], [1.124, 0.926, 2.220], [1.782, 2.673, 3.010], [0.009, 2.078, 3.235], [1.494, 1.861, 5.375], [2.302, 0.625, 4.550], [0.229, -0.219, 4.376], [0.177, 0.784, 2.158], [-1.725, 1.164, 3.685], [-2.542, 0.098, 4.280], [-3.801, -0.043, 3.714], [-1.167, 0.672, 2.484], [-0.980, 1.398, 4.446], [-2.325, 2.051, 3.486], [-2.689, 0.155, 5.359], [-2.047, -0.872, 4.316], [-3.531, -0.557, 2.949], [-1.607, -0.149, 2.252]],
  "mulliken_charge": [-0.783, 1.221, 0.433, -0.753, 1.638, -1.221, -0.435, -0.608, 0.605, 0.226, 0.174, 0.424, -1.215, 0.170, 0.348, 0.534, 0.275, 1.373, -0.827, 0.065, -0.571, -0.523, 0.439, 0.221, 0.500, 0.106, 0.229, 0.415, 0.246, -0.600, -0.821, -0.703, 0.551, -0.573, 0.348, 0.367, 0.297, -0.319, -1.119, 1.131, -0.691, -0.573, -0.081, 0.603, -0.691, 0.244, 0.466, 0.378, 1.893, -1.745, -0.543, -0.765, -1.152, 0.475, 0.111, 0.653, 0.354, 0.636, -0.741, -0.644, -0.589, -0.457, 0.305, 0.703, 0.381, 0.380, 0.313, 0.607, -0.555, -0.660, -0.764, -1.292, 0.503, 0.102, 0.556, 0.127, 0.739, 0.148],
  "lumo_ev": 0.08,
  "e_above_lowest_kj_mol": 1902.84,
  "homo_ev": -8.61,
  "orbital_gap_ha": 0.3192,
  "total_energy_ev": -47022.3815,
  "spin_multiplicity": 1
}

---

What is the formula in the first record? C15H43KO10